DFT (ωB97M-V/def2-TZVPD) results for a molecular structure, C58H71ClFGeN4O6PbSb.

Calculated values
total charge: +1
LUMO energy (spin up / spin down): -1.85 / -4.03 eV
frontier orbital gap (spin up / spin down): 8.209 / 6.008 eV
spin multiplicity: 2
E: -163083.8484 eV
highest occupied orbital energy (spin up / spin down): -10.06 / -10.04 eV
ΔE to the lowest compared entry with this formula, charge and spin: 0.6 kcal per mole

Each line ends with the Mulliken spin population.
Positions of all 144 atoms, in Å:
Pb 0.30227 -0.70454 -0.29122  0.0098
C -1.94026 -3.55105 4.34182  -0.0001
C -0.67691 -3.64365 3.76924  0.0000
C 0.13217 -2.51916 3.67844  0.0007
C -0.32810 -1.28634 4.15270  -0.0003
C -1.60143 -1.19870 4.72302  -0.0003
C -2.40439 -2.32960 4.81519  0.0000
Ge 0.84578 0.22615 4.22341  -0.0005
C -0.03248 1.77210 4.96042  0.0003
C 0.51063 2.53219 5.99390  0.0001
C -0.14974 3.67189 6.44189  0.0000
C -1.36103 4.04424 5.87108  0.0000
C -1.91690 3.28061 4.84772  0.0001
C -1.25039 2.15295 4.38530  0.0000
C 2.65925 -0.20185 4.65095  0.0000
C 3.70422 0.65188 4.29661  -0.0001
C 5.01412 0.30606 4.59237  0.0000
C 5.28837 -0.89766 5.23325  0.0000
C 4.25206 -1.75475 5.58633  0.0000
C 2.93623 -1.40632 5.30281  0.0000
H -2.56306 -4.43509 4.42836  0.0000
H -0.31343 -4.59974 3.40553  0.0000
H 1.11192 -2.60191 3.22125  -0.0002
H -1.96669 -0.25417 5.10979  0.0000
H -3.38671 -2.25539 5.26766  0.0000
H 1.44725 2.23709 6.45703  0.0000
H 0.28057 4.26968 7.23796  0.0000
H -1.87760 4.93152 6.22230  0.0000
H -2.87032 3.56312 4.41343  0.0000
H -1.67443 1.57481 3.56549  -0.0003
H 3.49867 1.58893 3.78507  0.0000
H 5.82242 0.97818 4.32271  0.0000
H 6.31341 -1.16729 5.46163  0.0000
H 4.46586 -2.69379 6.08511  0.0000
H 2.13067 -2.07147 5.59375  0.0000
C -1.94416 3.67677 -2.47182  0.0112
C -1.28118 2.62070 -3.32016  -0.0990
C -1.28120 2.74425 -4.72216  0.2790
C -0.68129 1.78668 -5.54513  -0.0629
C -0.68436 1.93742 -7.04993  -0.0017
C -0.07552 0.68839 -4.96682  0.1126
C -0.06088 0.49805 -3.55232  0.1384
C -0.68436 1.52220 -2.75911  0.0728
N 0.42591 -0.57583 -2.90840  0.5459
C 1.15716 -1.65695 -3.58806  -0.2708
C 1.61008 -2.64651 -2.50200  0.0574
C 2.39507 -3.82401 -3.09218  0.0022
C 3.63727 -3.28541 -3.81353  -0.0003
C 3.19127 -2.31930 -4.91893  0.0016
C 2.28102 -3.05341 -5.91382  0.0024
C 1.05432 -3.61316 -5.18191  -0.0006
C 1.50817 -4.58152 -4.08497  0.0008
C 0.25288 -2.46584 -4.55226  0.0535
C 2.43170 -1.14064 -4.29585  0.0731
H -1.63309 4.67644 -2.78006  -0.0071
H -1.70618 3.54084 -1.41353  -0.0007
H -3.03122 3.63813 -2.58469  -0.0072
H -1.76266 3.61044 -5.17319  0.0001
H -1.24543 2.81933 -7.36011  -0.0031
H -1.13446 1.06390 -7.52601  -0.0038
H 0.33461 2.03327 -7.42994  -0.0034
H 0.37131 -0.03550 -5.62999  0.0474
H -0.67435 1.44393 -1.67668  0.0828
H 0.72386 -3.02483 -1.97169  -0.0120
H 2.25177 -2.12677 -1.77809  -0.0067
H 2.69282 -4.48359 -2.27652  0.0006
H 4.21385 -4.11170 -4.24240  0.0004
H 4.28522 -2.76199 -3.10035  -0.0008
H 4.06674 -1.92957 -5.44411  -0.0002
H 2.83484 -3.87322 -6.38276  -0.0001
H 1.96686 -2.37137 -6.71326  0.0002
H 0.40862 -4.13500 -5.88827  0.0010
H 2.06432 -5.41728 -4.52185  0.0002
H 0.63609 -4.99809 -3.57058  -0.0004
H -0.58762 -2.86584 -3.97175  -0.0101
H -0.17237 -1.84073 -5.33718  0.0076
H 2.19710 -0.40000 -5.06185  -0.0024
H 3.05913 -0.64029 -3.54668  -0.0203
Cl 5.91458 2.13802 -0.92726  0.0000
C 5.10209 0.73231 -0.34431  0.0014
C 5.81475 -0.32796 0.18415  -0.0002
C 5.11671 -1.43271 0.64381  0.0001
C 3.73601 -1.44481 0.55090  0.0024
N 3.05209 -0.41840 0.02639  -0.0023
C 3.72057 0.65749 -0.41141  -0.0005
H 6.89669 -0.28457 0.23092  0.0000
H 5.63829 -2.27953 1.07278  0.0001
H 3.14651 -2.29733 0.88160  0.0001
H 3.14485 1.48772 -0.81953  0.0013
C -4.30999 -2.64696 1.12422  0.0001
C -4.46567 -1.12471 1.08334  -0.0002
C -4.40621 -0.52127 2.48297  -0.0004
Sb -2.92421 -0.18554 -0.11324  -0.0023
C -3.41884 -0.75271 -2.17005  0.0035
C -4.71432 -0.11428 -2.67204  0.0034
C -3.42948 -2.27345 -2.36856  0.0014
C -3.74728 1.83783 -0.13912  0.0017
C -3.03926 2.71343 0.90136  -0.0003
C -5.26806 1.90544 0.01472  -0.0002
H -5.09735 -3.08098 1.75452  0.0000
H -3.34130 -2.92922 1.54636  -0.0001
H -4.38162 -3.10225 0.13517  0.0001
H -5.40362 -0.85263 0.59473  0.0000
H -3.47310 -0.80060 2.97786  0.0003
H -5.23449 -0.90545 3.09045  0.0000
H -4.47737 0.57000 2.47965  0.0000
H -2.57840 -0.32879 -2.72482  -0.0010
H -5.57744 -0.45805 -2.09469  0.0000
H -4.88687 -0.40147 -3.71793  0.0000
H -4.68115 0.97736 -2.63500  0.0000
H -4.35975 -2.70730 -1.98845  0.0003
H -2.59629 -2.77297 -1.86944  0.0053
H -3.38010 -2.50596 -3.44098  -0.0004
H -3.47889 2.18875 -1.14319  -0.0014
H -3.37581 2.45981 1.91631  0.0001
H -3.27407 3.77393 0.73425  -0.0002
H -1.95315 2.60029 0.86872  0.0002
H -5.59624 1.51820 0.98294  -0.0001
H -5.79110 1.35092 -0.76580  0.0001
H -5.60036 2.95059 -0.04329  0.0000
F -0.87367 6.97902 1.53525  0.0000
C 0.13218 6.19844 1.14585  0.0003
C 0.49771 5.14671 1.86823  -0.0004
N 1.54514 4.32086 1.49560  -0.0002
C 1.80929 3.08652 2.20362  0.0004
C 0.99744 1.88499 1.71397  -0.0006
O 1.08250 0.79077 2.42888  0.0011
O 0.38760 1.92871 0.65097  -0.0113
C 2.23043 4.51481 0.30842  0.0004
O 3.11240 3.76609 -0.07948  -0.0002
N 1.85332 5.64705 -0.37932  0.0000
C 0.80570 6.53734 -0.09841  0.0000
O 0.53249 7.44884 -0.84211  0.0000
H 0.00022 4.91202 2.79782  0.0000
H 1.66849 3.23046 3.27040  0.0000
H 2.85020 2.83936 2.01727  0.0000
H 2.36104 5.82361 -1.23012  0.0000
C -0.34099 -4.97899 0.64024  -0.0002
C -0.16408 -3.49407 0.45001  -0.0038
O 0.96431 -2.96775 0.70187  -0.0013
O -1.13618 -2.82158 -0.00488  0.0168
H 0.40860 -5.37088 1.32454  0.0000
H -0.20996 -5.46287 -0.33184  -0.0001
H -1.34918 -5.20290 0.99278  0.0000